[1]
# C4H10N2O2

The molecule C4H10N2O2 (ωB97M-V/def2-TZVPD, OMol25).

The energy above the lowest of the compared OMol25 structures with the same formula, charge and spin is 4.288 eV. For the LUMO energy, the calculation gives 0.0334 Eh.

Last column: Löwdin charge in e.
Positions of all 18 atoms, in Å:
O 1.265994 0.048221 -0.202317  -0.17
O 1.913764 1.043478 0.563936  -0.02
N -1.057688 0.541685 0.261795  0.08
N -0.328580 1.848449 -1.598029  0.12
C -0.061742 -0.460892 0.265893  -0.59
C -0.339790 -1.553401 -0.769481  -0.01
C 0.032766 -1.038079 1.678456  -0.03
C -1.058304 1.563265 -0.492902  -0.27
H -0.334309 2.788323 -1.954798  0.09
H 0.846644 -1.758264 1.738933  0.08
H 2.371061 0.577507 1.277804  0.09
H 0.411507 -2.334507 -0.691683  0.08
H -0.296100 -1.132039 -1.769863  0.08
H -1.856951 2.275378 -0.300232  0.12
H -0.902435 -1.536332 1.915008  0.08
H 0.529861 1.334933 -1.728978  0.08
H 0.190298 -0.236053 2.396003  0.08
H -1.325997 -1.971673 -0.589544  0.09

Forces on atoms 1 to 6 (eV/Å):
O 0.047 -1.250 -0.505
O -0.634 0.545 0.453
N -0.240 0.553 0.573
N 0.702 0.013 -0.263
C 0.654 0.201 0.019
C 0.328 0.286 0.176



[2]
# C4H9O3

A 2-piece molecular cluster, C4H9O3 overall (ωB97M-V/def2-TZVPD, OMol25).

The energy above the lowest of the compared OMol25 structures with the same formula, charge and spin is 1.288 eV. For the LUMO energy, the calculation gives 0.1523 Eh. Its charge is -1.

Last column: Löwdin charge in e.
Positions of all 16 atoms, in Å:
O -1.141365 -1.504788 0.438618  -0.07
O 0.503032 -1.702203 -1.077589  -0.08
O -0.037282 0.749685 2.017364  -0.13
C -0.633803 -1.438697 -0.668266  -0.86
C 0.474921 1.340339 0.799547  -0.28
C -1.632872 -0.910409 -1.743154  -0.06
C 1.896050 0.864833 0.832135  -0.10
H -0.273603 1.020999 0.010487  0.12
H -0.488499 -0.037026 1.840806  0.01
H -1.229707 -0.765280 -2.780724  0.06
H 0.328571 2.360800 1.029198  0.08
H -2.278492 -1.843549 -1.785777  0.07
H -2.279414 -0.146927 -1.426256  0.02
H 2.033602 0.074500 0.003565  0.09
H 2.075660 0.301731 1.766358  0.08
H 2.683201 1.635991 0.743688  0.06

Forces on atoms 1 to 6 (eV/Å):
O -0.541 -0.330 2.664
O 0.861 -0.453 0.133
O -0.007 2.264 1.267
C 0.135 1.497 -2.446
C -1.760 -1.935 1.625
C 0.125 -2.967 -1.464



[3]
# C41H32Co2NO7P

C41H32Co2NO7P as an isolated structure (ωB97M-V/def2-TZVPD, OMol25).

For the LUMO energy, the calculation gives -0.1451 Eh.

Last column: Löwdin charge in e.
Positions of all 84 atoms, in Å:
Co 1.857864 3.656105 2.296070  0.10
Co -0.072194 1.822875 2.688797  0.00
P -1.785458 0.594246 2.145260  1.11
O 0.557502 0.116281 -6.525588  0.03
O 3.310846 2.489414 4.553076  0.12
O 4.196739 3.878007 0.579032  0.13
O 1.059957 6.381357 2.967492  0.11
O 0.383644 0.898768 5.425819  0.14
O -1.785204 4.062141 3.369426  0.15
O -0.747799 -1.715943 -6.302864  -0.03
N 5.424180 -0.604816 -4.919208  0.02
C 3.448462 -1.843046 3.606608  -0.06
C -2.358268 -0.134643 -0.542814  -0.06
C 5.052910 -1.841159 -4.571999  -0.17
C 5.078324 -1.658845 1.799802  -0.07
C -3.423101 1.384557 1.940252  -0.33
C 2.642305 -0.896467 2.968939  -0.02
C 2.804132 -1.521457 -5.488605  -0.22
C -1.127509 3.132368 3.162290  -0.17
C -1.992240 -2.079984 3.017546  -0.07
C -3.045632 -1.599825 -6.910395  -0.08
C 3.009188 -0.379565 1.704823  -0.21
C 2.172998 0.530593 0.952053  -0.03
C 4.654288 -2.238395 3.009469  -0.06
C -0.728208 -1.302746 -1.915633  -0.06
C -1.533447 -0.309502 0.577364  -0.32
C -2.346512 -2.689446 5.337655  -0.08
C -3.511461 2.499774 1.087760  -0.11
C 0.454759 -1.072704 -6.200549  -0.49
C 1.283497 5.278470 2.671465  -0.14
C -1.953338 -0.638811 -1.783712  -0.06
C -2.071153 -3.055829 4.017350  -0.06
C -2.469457 -0.366173 4.672022  -0.12
C 0.281695 1.146580 4.291004  -0.16
C 3.267066 -0.219459 -5.889090  0.00
C -5.750417 1.699734 2.557075  -0.07
C 2.635636 2.906843 3.707958  -0.14
C 0.062497 -1.529494 -0.788829  -0.06
C 3.234619 3.790433 1.222515  -0.12
C 0.640610 2.579677 1.233788  -0.26
C 1.483997 -1.941969 -5.676529  0.03
C -2.132819 -0.727957 3.352837  -0.33
C 4.566474 0.183571 -5.571593  -0.15
C -1.794965 -0.797397 -6.664199  -0.25
C 3.780302 -2.355055 -4.843081  -0.02
C -4.717051 3.200502 0.972047  -0.07
C -2.575431 -1.351578 5.655241  -0.07
C -4.566140 0.956454 2.635119  -0.06
C 1.150888 1.276428 1.465518  -0.26
C -0.366563 -1.083834 0.459597  -0.13
C 4.268472 -0.735913 1.155498  -0.02
C -5.824542 2.823858 1.734624  -0.07
H -3.892406 -0.916435 -6.950548  0.07
H -4.540129 0.061667 3.253918  0.10
H 0.238928 -1.288279 1.344993  0.10
H 1.749640 -0.482925 3.453101  0.08
H 5.796237 -2.452382 -4.055831  0.10
H -3.217383 -2.331589 -6.116445  0.08
H -0.386926 -1.635231 -2.898459  0.10
H 1.209526 -2.962453 -5.444103  0.11
H -2.376683 -3.448411 6.120598  0.11
H -4.775676 4.049184 0.290789  0.11
H -1.906330 -4.098757 3.755236  0.11
H -2.985315 -2.118395 -7.871187  0.08
H -1.523510 -0.229833 -7.566545  0.12
H 6.045763 -1.903796 1.357908  0.11
H 4.556805 -0.201624 0.244276  0.12
H 3.532108 -3.369357 -4.545160  0.10
H -2.829183 -1.056634 6.676133  0.11
H 4.912699 1.183158 -5.848643  0.10
H 2.450936 0.706901 -0.097989  0.14
H -2.667574 0.675997 4.928240  0.12
H -2.642512 2.813758 0.506597  0.11
H 2.601006 0.475818 -6.383119  0.09
H 1.027584 -2.035607 -0.870498  0.12
H -3.304403 0.396658 -0.449390  0.10
H -6.610968 1.391895 3.152490  0.11
H -1.960712 -0.085792 -5.836591  0.12
H -1.805299 -2.381707 1.988147  0.10
H -2.590205 -0.491706 -2.655325  0.11
H 0.138773 2.932680 0.341220  0.09
H 5.281948 -2.971266 3.509071  0.10
H 3.132468 -2.234254 4.579340  0.11
H -6.744150 3.411652 1.689276  0.11

Forces on atoms 1 to 6 (eV/Å):
Co -0.959 -2.761 0.443
Co -0.722 0.232 2.733
P -0.653 -0.992 -0.640
O -0.162 -1.232 0.421
O -1.514 0.638 -1.486
O -2.134 -0.270 1.310



[4]
# C4H6N2O

The molecule C4H6N2O (ωB97M-V/def2-TZVPD, OMol25).

The energy above the lowest of the compared OMol25 structures with the same formula, charge and spin is 0.314 eV. For the LUMO energy, the calculation gives 0.0299 Eh.

Last column: Löwdin charge in e.
Positions of all 13 atoms, in Å:
O -2.786779 0.744507 -0.050775  0.09
N -1.267394 -1.006589 -0.049554  0.11
N -0.430136 1.054459 -0.077808  0.15
C 2.057621 0.455686 0.079167  -0.05
C -1.510067 0.323822 -0.055659  -0.48
C 0.113702 -1.137189 -0.056255  -0.08
C 0.607469 0.128139 -0.064346  -0.36
H 2.241881 0.957992 1.035324  0.08
H -1.945995 -1.724837 0.139651  0.16
H 2.605851 -0.491857 0.092957  0.07
H 2.466169 1.082900 -0.718818  0.07
H 0.613217 -2.091555 -0.110773  0.11
H -2.765533 1.704524 -0.163113  0.12

Forces on atoms 1 to 6 (eV/Å):
O 0.078 0.218 -0.043
N -0.150 0.105 -0.010
N -0.157 -0.238 0.068
C 0.046 0.048 -0.016
C 0.130 -0.115 -0.014
C 0.115 0.002 0.000



[5]
# C3H3IN2O

C3H3IN2O as an isolated structure (ωB97M-V/def2-TZVPD, OMol25).

The energy above the lowest of the compared OMol25 structures with the same formula, charge and spin is 3.174 eV. For the LUMO energy (spin up / spin down), the calculation gives -0.0289 / -0.0289 Eh.

Last column: Löwdin charge in e.
Positions of all 10 atoms, in Å:
I 2.393311 0.100389 -0.485522  0.87
O -0.703901 -2.786392 0.272957  0.02
N -0.164736 2.730135 0.656408  0.18
N 0.055863 -1.848877 0.191224  -0.14
C 0.314933 0.602687 -0.686568  -0.65
C -0.482142 -0.557484 0.330704  -0.23
C 0.143523 1.824021 0.031134  -0.42
H 0.170094 0.526749 -1.792776  0.08
H -1.629273 -0.356800 0.143190  0.16
H -0.097676 -0.234427 1.339245  0.13

Forces on atoms 1 to 6 (eV/Å):
I 0.608 0.161 -0.187
O 0.227 1.059 -0.025
N 0.072 0.663 0.445
N 0.124 -2.239 -0.547
C 0.301 -3.194 1.259
C -1.334 4.085 -1.258



[6]
# C52H32N5O4SSe2Te2Y

C52H32N5O4SSe2Te2Y as an isolated structure (ωB97M-V/def2-TZVPD, OMol25).

The energy above the lowest of the compared OMol25 structures with the same formula, charge and spin is 0.000 eV. For the LUMO energy, the calculation gives 0.1126 Eh. Its charge is -2.

Last column: Löwdin charge in e.
Positions of all 99 atoms, in Å:
Te -4.743464 -1.095966 -2.629342  0.01
Te -2.319415 -4.817675 -1.995577  -0.04
Y -0.171016 -0.341694 -0.251972  1.07
Se -1.272823 -2.733329 -1.098850  -0.27
Se -2.351716 -0.770633 -1.977249  -0.23
S -2.980469 1.721775 4.487132  0.88
O -1.938713 0.141772 1.206367  -0.20
O -4.179689 0.494878 4.634002  -0.26
O -3.699876 2.960858 4.203848  -0.47
O -1.341669 -2.645114 2.777392  0.12
N 1.818028 -1.640079 -0.012008  0.02
N -0.076088 1.891978 -0.907272  0.02
N -2.156094 1.268825 3.172688  -0.12
N 1.036281 0.610838 1.518472  0.03
N 0.861387 -0.305765 -2.432004  0.02
C 2.983156 -3.324524 1.036583  0.00
C 4.331395 -2.143830 5.423738  -0.09
C 2.571264 -3.589989 -3.155556  -0.22
C 0.751894 1.847376 2.019372  -0.24
C -0.309638 3.362000 -5.211796  -0.05
C -0.878038 2.265191 -4.570443  -0.20
C 2.141195 -5.747816 -4.142577  -0.07
C -1.182684 4.514763 2.689977  -0.02
C -1.335714 5.706264 3.391523  -0.07
C 2.601795 -3.802018 5.298158  -0.08
C 0.917497 6.328413 2.837066  -0.10
C -2.616037 2.213979 -6.249404  -0.07
C 1.622544 0.701927 3.743948  0.00
C 2.262814 -2.084206 1.200026  -0.26
C 0.394000 0.456062 -3.457668  -0.29
C 0.201444 2.923705 1.313646  -0.07
C -0.899653 3.734264 -2.007671  0.01
C -4.510378 -0.802937 1.218588  -0.02
C -0.458079 2.364110 -2.129895  -0.24
C 3.412767 -5.755772 -4.702883  -0.11
C 3.821261 -1.527190 4.287644  -0.04
C -3.960661 -0.150451 2.321044  -0.08
C 2.142180 -1.381806 2.414218  -0.10
C 3.844786 -3.600730 -3.720458  -0.04
C 2.094848 -2.433186 -2.327336  -0.09
C -2.607935 0.450219 2.232556  -0.48
C 4.266109 -4.680140 -4.491158  -0.10
C 1.071599 5.133173 2.142357  -0.04
C 1.718774 -4.671713 -3.371054  -0.01
C 1.601641 -0.099614 2.537778  -0.25
C 1.383425 -1.296253 -4.443576  0.01
C -4.688637 -0.079449 3.507642  -0.29
C 2.988149 -3.599889 -0.292700  0.01
C 0.025288 4.215953 2.065634  -0.21
C -0.709987 4.091935 -0.715092  0.01
C 1.479862 -1.380652 -3.005907  -0.25
C -5.766646 -1.374154 1.289925  -0.08
C 1.113570 1.909793 3.418467  0.00
C 2.693923 -2.035371 3.642693  -0.20
C 2.093282 -3.182404 4.162827  -0.03
C -0.888365 3.880776 -6.364897  -0.10
C 3.723390 -3.283426 5.933524  -0.11
C -0.287898 6.615513 3.466303  -0.11
C 2.269601 -2.532515 -0.942375  -0.26
C -0.294132 1.670790 -3.328277  -0.10
C -2.037737 1.692880 -5.097869  -0.01
C -0.789103 -2.119550 1.955834  -0.06
C -2.040841 3.308066 -6.885721  -0.11
C 0.708575 -0.158160 -4.724310  0.01
C -6.482701 -1.300532 2.482996  -0.09
C -0.176862 2.933509 -0.032915  -0.22
C -5.953231 -0.655793 3.587278  -0.03
H -3.520979 1.763304 -6.640102  0.10
H 0.720401 -4.667556 -2.940832  0.05
H -0.436059 4.734114 -6.857538  0.09
H 4.299192 -0.642057 3.884464  0.12
H 1.215322 -3.586614 3.672283  0.11
H -3.940418 -0.848726 0.302597  0.01
H -0.408413 7.543653 4.014106  0.09
H -2.002001 3.811460 2.642261  0.09
H 1.739125 7.033561 2.888829  0.09
H 1.463829 -6.578637 -4.304850  0.10
H 1.978880 0.378328 4.708385  0.10
H -2.491998 3.715603 -7.783552  0.09
H 0.971799 2.763745 4.062356  0.11
H 3.738163 -6.596335 -5.305893  0.09
H -7.468442 -1.749103 2.553561  0.09
H 3.445598 -3.893069 1.828626  0.10
H 5.259181 -4.678410 -4.925967  0.09
H -0.904987 5.050196 -0.258476  0.11
H -2.280071 5.908229 3.883516  0.10
H 0.591562 3.803490 -4.802822  0.12
H 2.116204 -4.688748 5.688951  0.10
H -6.177480 -1.866862 0.417225  0.07
H 2.011227 4.900788 1.652969  0.12
H -6.495057 -0.590208 4.523928  0.11
H 3.445859 -4.439428 -0.794007  0.11
H -2.489515 0.846705 -4.587675  0.08
H -1.286396 4.340125 -2.812080  0.11
H 1.784737 -2.017714 -5.139623  0.11
H 5.209445 -1.734098 5.909713  0.09
H 0.446351 0.236909 -5.693982  0.11
H 4.503190 -2.756059 -3.552173  0.12
H 4.120012 -3.763895 6.820357  0.09

Forces on atoms 1 to 6 (eV/Å):
Te -0.120 -0.031 0.056
Te 0.044 -0.149 -0.093
Y 0.455 0.443 0.992
Se -0.536 -0.895 -0.170
Se -0.524 0.059 -1.124
S 0.102 -0.496 -0.160



[7]
# CH4N2OS2

The molecule CH4N2OS2 (ωB97M-V/def2-TZVPD, OMol25).

The energy above the lowest of the compared OMol25 structures with the same formula, charge and spin is 1.136 eV. For the LUMO energy, the calculation gives 0.0166 Eh.

Last column: Löwdin charge in e.
Positions of all 10 atoms, in Å:
S 1.158743 -1.384919 -0.382046  0.75
S -2.285923 -0.512852 0.076564  0.70
O 0.803970 2.023562 -0.264193  0.06
N 1.137851 -0.064554 0.655836  -0.35
N -1.072190 0.738361 -0.299478  -0.34
C 0.348824 0.930492 -0.017625  -0.66
H 0.989611 -2.233690 0.690411  -0.10
H 1.953292 0.408338 0.978465  0.08
H -1.391934 1.527085 -0.726731  0.02
H -1.642244 -1.431823 -0.711202  -0.17

Forces on atoms 1 to 6 (eV/Å):
S 0.824 -1.919 1.255
S 2.402 0.829 -0.750
O 0.036 -0.314 -0.114
N -2.953 1.695 -1.304
N 2.437 -3.323 2.101
C -1.964 0.709 1.274